Below is a 3-piece molecular cluster, C23H48N5O6 overall in a non-equilibrium geometry, with properties calculated with wB97M-V/def2-TZVPD.

Cartesian coordinates (Å):
1 O 0.7309 3.2789 -0.1769
2 O 1.6529 1.2504 0.2373
3 O 4.5662 -4.4389 -0.6452
4 O 2.7755 -7.2993 -3.6878
5 O -6.9931 6.9593 1.3112
6 O -3.7983 3.7925 2.0405
7 N 1.5715 -3.2516 1.3670
8 N -3.5836 0.5877 1.0921
9 N -4.1171 6.5810 0.5613
10 N 5.4161 -5.9424 -3.3055
11 N 2.8269 -2.8579 1.3011
12 C 5.7012 -5.2856 -0.8398
13 C 0.9393 2.1326 -0.5080
14 C 3.3222 -5.0308 -1.0236
15 C 5.1240 -7.3542 -3.0794
16 C 2.8375 0.7399 2.3097
17 C 0.7303 -2.3329 1.7340
18 C 4.0449 -7.8549 -4.0178
19 C 6.2326 -5.3162 -2.2702
20 C -5.1117 4.1398 2.4609
21 C -5.2718 6.4414 -0.3192
22 C 2.3339 -0.6381 2.0059
23 C -6.7168 7.8070 2.4107
24 C 3.1833 -1.6357 1.6163
25 C 2.1902 1.8287 1.4280
26 C -3.1074 5.5373 0.4132
27 C 0.9976 -1.0058 2.0771
28 C -6.3975 7.3716 0.0871
29 C 2.2927 -6.3530 -4.6235
30 C -3.5093 4.0886 0.6822
31 C -0.0843 -0.0816 2.4654
32 C 0.4175 1.5548 -1.7936
33 C -1.1251 0.1571 1.3378
34 C -2.5581 -0.1695 1.8068
35 H 2.8349 -5.4023 -4.5594
36 H -1.1153 1.2035 1.0452
37 H 2.3548 -6.7348 -5.6452
38 H 7.2129 -5.8008 -2.2621
39 H 4.2396 -1.4154 1.5493
40 H 0.3098 0.8525 2.8314
41 H 4.7745 -7.5430 -2.0558
42 H -5.1419 5.1620 2.8420
43 H 2.5359 -4.5732 -0.4269
44 H 6.0352 -7.9368 -3.2390
45 H 3.5258 -3.5404 0.9986
46 H -2.6422 3.4687 0.4292
47 H 4.3058 -7.6684 -5.0626
48 H 2.9054 2.5971 1.1509
49 H -2.6395 0.1120 2.8534
50 H -0.3039 -2.6503 1.7791
51 H -5.6763 5.4210 -0.3084
52 H 4.5466 -5.4335 -3.3798
53 H 3.0911 -4.8212 -2.0683
54 H 3.9000 0.7500 2.0831
55 H -2.7763 -1.2305 1.6902
56 H 6.4904 -4.8607 -0.2155
57 H 1.4253 2.3417 2.0002
58 H -0.6220 -0.5522 3.2910
59 H -0.9040 -0.4631 0.4694
60 H -0.6011 1.1989 -1.6657
61 H 3.2980 -6.1062 -0.8443
62 H -4.4325 6.5864 1.5212
63 H -7.1777 7.3122 -0.6763
64 H -7.3836 7.5201 3.2222
65 H -3.5929 1.5154 1.5022
66 H -6.9018 8.8551 2.1622
67 H -2.6915 5.6004 -0.5974
68 H -5.6853 7.6949 2.7629
69 H 3.9577 -8.9363 -3.8868
70 H 5.5027 -6.2843 -0.4393
71 H 1.0489 0.7292 -2.1102
72 H 2.6532 0.9849 3.3498
73 H -6.0592 8.4103 0.1343
74 H -5.3810 3.4800 3.2855
75 H 1.2466 -6.1624 -4.3880
76 H -3.3667 0.6529 0.1063
77 H -2.2963 5.7843 1.1027
78 H 0.4242 2.3243 -2.5539
79 H 6.3960 -4.2815 -2.5825
80 H -4.9683 6.6753 -1.3438
81 H -4.3242 3.7489 0.0317
82 H -5.8446 4.0147 1.6619

Forces on atoms 1 to 3 (eV/Å):
0.4 -1.0 0.2
0.0 0.2 0.1
-0.4 -0.1 0.3

The value obtained for the max |F| is 2.14 eV/Å. As for the LUMO energy: -4.343 eV. Its charge is +1. For the HOMO energy, the calculation gives -10.271 eV.



Below is a 15-piece molecular cluster, C23H49F9INO16S overall in a non-equilibrium geometry, with properties calculated with wB97M-V/def2-TZVPD.

Cartesian coordinates (Å):
1 I -4.4862 -7.3478 -1.6012
2 S -1.0642 -2.3526 -4.1539
3 F 0.4199 2.5204 1.9833
4 F -3.6015 1.9565 1.7294
5 F -1.9438 4.8226 0.4868
6 F -0.1056 6.3246 2.2222
7 F 1.7677 5.0235 2.9497
8 F -0.6325 3.6725 3.7936
9 F -2.8442 4.2177 2.6111
10 F -2.9246 2.6942 -0.4432
11 F 1.9390 -3.5607 -2.7181
12 O -0.6583 9.6425 2.6860
13 O 4.2861 8.2014 7.7729
14 O -0.0514 -5.3564 1.8694
15 O -2.9508 -7.5550 -5.0063
16 O 5.8487 5.0232 -1.2855
17 O 2.5955 4.4318 0.4965
18 O 2.7671 1.4257 -4.9033
19 O -5.6170 5.3027 1.9291
20 O -3.6797 -6.4869 2.3656
21 O 3.1601 -7.2912 -0.9819
22 O -0.5836 -8.7689 -0.8845
23 O 3.1086 6.5910 5.3759
24 O 6.3983 1.9596 -1.3289
25 O 0.2604 7.6589 4.8233
26 O -3.2567 -4.2853 -6.6846
27 O -3.2729 -1.0777 2.3090
28 N 1.1608 -3.0835 -1.6908
29 C -2.6299 -4.7442 -2.8486
30 C -2.8159 -5.9380 -1.7089
31 C 0.6863 1.6330 -2.4407
32 C 0.5806 5.0286 2.0152
33 C 0.7909 -5.3401 0.6278
34 C -2.4169 2.3836 0.9457
35 C -0.1062 -3.9070 -1.7650
36 C -1.6303 -6.0754 -0.5828
37 C 1.7593 1.1088 -1.3199
38 C -2.1156 -3.7336 1.9365
39 C 2.7505 2.0241 -0.3943
40 C -0.1011 -1.0528 -3.1393
41 C 1.8473 -0.5444 -1.0928
42 C 0.9319 -1.6185 -1.9903
43 C 2.7791 3.6206 -0.7529
44 C -1.8505 3.7919 1.5554
45 C -3.8413 -4.6184 -3.9702
46 C -0.4902 -3.9966 2.2205
47 C -0.2331 0.5683 -3.3453
48 C -0.4014 3.7071 2.3097
49 C 1.2228 4.9603 0.4803
50 C -0.3008 -5.0758 -0.6092
51 C -1.3058 -3.7539 -2.8787
52 H -3.5312 -0.3435 1.7318
53 H -4.8780 -5.0196 -3.5899
54 H -2.1683 -3.4384 0.7812
55 H 1.2810 6.0495 0.0216
56 H 2.9587 6.5787 4.4186
57 H -0.0656 8.9211 2.9453
58 H -2.7556 -4.7151 2.0379
59 H 3.7244 -6.5837 -0.6353
60 H -3.7564 -4.1462 -7.5032
61 H -3.2978 -0.6955 3.1992
62 H -1.6238 1.5363 0.8045
63 H -1.0034 0.9678 -4.1584
64 H -1.7385 -6.8959 0.2474
65 H -3.4976 -5.3093 -4.8798
66 H -0.6959 7.5031 4.8380
67 H -2.7315 -6.6255 2.2217
68 H 7.2384 2.0703 -0.8589
69 H 0.4766 4.2629 -0.1305
70 H 2.2670 1.2467 -4.0928
71 H 6.6737 5.0185 -0.7773
72 H -2.5405 -2.8120 2.5194
73 H -0.9845 -9.6149 -1.1349
74 H -4.0805 -7.3329 2.1152
75 H 2.4845 7.2568 5.7019
76 H 0.6286 6.8233 4.4989
77 H 2.5561 1.8165 0.7614
78 H 2.5781 -0.9644 -0.2728
79 H -3.9044 -3.5155 -4.3613
80 H -2.3628 -3.9803 -6.9015
81 H 0.1028 -3.1324 1.6992
82 H -3.3517 -8.4010 -5.2566
83 H 1.3289 -6.3858 0.4999
84 H 3.3299 8.0456 7.7876
85 H 0.5406 2.7777 -2.6334
86 H 3.8774 3.8967 -1.1306
87 H -4.7729 4.9477 2.2462
88 H 0.3646 -8.9075 -1.0284
89 H -0.3769 -3.8944 3.4021
90 H 3.8570 1.6192 -0.5872
91 H 5.2969 5.6767 -0.8299
92 H 2.0536 3.9603 -1.6048
93 H 3.7799 -7.8867 -1.4295
94 H 6.0528 2.8616 -1.4063
95 H 3.3161 2.1909 -4.6753
96 H -5.5808 6.2411 2.1683
97 H -2.0026 -7.6936 -5.1502
98 H -0.4284 10.3633 3.2915
99 H 4.6544 7.3659 7.4485
100 H 1.5586 -4.4350 0.6679

Forces on atoms 1 to 3 (eV/Å):
1.5 1.4 -0.2
0.5 0.1 2.7
-2.9 3.4 0.7

The value obtained for the max |F| is 6.32 eV/Å. As for the LUMO energy: -0.908 eV. Its charge is 0. For the HOMO energy, the calculation gives -7.741 eV.



Below is a 3-piece molecular cluster, C23H49IN6O4 overall, with properties calculated with wB97M-V/def2-TZVPD.

Cartesian coordinates (Å):
1 I 4.1310 1.9130 1.1920
2 O 1.5441 -0.8663 2.4934
3 O 1.8440 -5.5015 2.6991
4 O -1.6108 -0.1891 -1.9440
5 O 0.7559 -1.8541 -5.5943
6 N -2.3498 4.0166 -2.0126
7 N 2.6080 -3.1629 4.3928
8 N -2.1793 6.1420 1.9389
9 N -1.9855 -0.8086 -5.0343
10 N 0.9635 5.0365 1.2359
11 N -2.5953 0.5659 1.2515
12 C 0.4079 -3.2232 -5.5725
13 C 0.2199 4.8028 -0.0026
14 C -0.9195 -0.1013 -5.7301
15 C -2.7784 0.0113 -4.1222
16 C 1.2453 -1.0518 3.8646
17 C 1.7794 -5.4582 4.1190
18 C 2.4167 1.7373 -0.0560
19 C 1.1229 1.9415 0.7340
20 C 3.1332 -5.7342 2.1694
21 C 1.4855 -4.0615 4.6213
22 C -1.7230 3.6219 1.3403
23 C 2.3399 -1.7530 4.6602
24 C -1.6672 3.8407 -1.1032
25 C -3.2772 1.6244 0.5037
26 C -1.0888 3.0084 2.6044
27 C -3.1395 3.0263 1.0997
28 C -0.7907 3.6156 0.0648
29 C -2.0788 0.6959 -2.9552
30 C -0.0611 2.2813 -0.2024
31 C 1.2754 -1.9683 1.6512
32 C -0.0164 -1.0545 -6.4816
33 C -0.3620 -0.7982 -2.2122
34 C -1.9786 5.0413 1.6645
35 H 2.9247 -3.2613 3.4375
36 H 2.1015 -1.6480 5.7239
37 H -2.0804 -0.0443 0.6306
38 H -1.5906 -1.5849 -4.5207
39 H 1.8350 5.5002 1.0075
40 H -0.2845 0.4877 -5.0543
41 H -3.6378 3.0409 2.0711
42 H 1.2619 2.6770 1.5144
43 H 0.3987 -2.5311 1.9833
44 H -0.7354 1.4354 -0.2438
45 H 0.5609 -3.7252 4.1323
46 H -3.7165 3.6955 0.4612
47 H 3.0145 -5.9378 1.1064
48 H 2.1307 -2.6448 1.5733
49 H -2.9519 1.6349 -0.5330
50 H -2.8158 1.3387 -2.4707
51 H -3.5638 -0.6263 -3.7094
52 H -0.7857 1.9829 2.4379
53 H -0.4747 -1.7374 -2.7593
54 H -0.3156 5.6932 -0.3378
55 H -4.3509 1.4235 0.4585
56 H 0.4553 5.6918 1.8208
57 H 1.2897 -4.1115 5.6969
58 H 0.1032 -1.0328 -1.2535
59 H -0.5531 -3.4025 -5.0773
60 H -3.2643 -0.0087 1.7429
61 H 1.1406 -0.0457 4.2783
62 H 0.3639 -3.6380 -6.5836
63 H 0.9344 4.5526 -0.7867
64 H 0.3043 -0.1339 -2.7692
65 H 3.6050 -6.6019 2.6395
66 H 2.7057 -5.8412 4.5573
67 H -0.5971 -1.6861 -7.1604
68 H -3.2784 0.7868 -4.7106
69 H -1.2646 1.3537 -3.2810
70 H -1.3687 0.5928 -6.4467
71 H -1.8547 2.9811 3.3798
72 H 2.4488 0.7239 -0.4505
73 H 3.2705 -1.2069 4.4904
74 H 1.0779 -1.5730 0.6530
75 H 2.5062 2.4174 -0.8985
76 H 0.6843 -0.4679 -7.0816
77 H 3.7952 -4.8688 2.2848
78 H 0.3413 2.3655 -1.2164
79 H -0.2588 3.5981 2.9763
80 H 0.9624 -6.1166 4.4261
81 H 0.9155 0.9951 1.2343
82 H 0.2687 -1.5399 3.9724
83 H 1.1847 -3.7460 -5.0169

Forces on atoms 1 to 3 (eV/Å):
0.1 0.1 -0.1
0.0 -0.1 -0.1
0.1 0.1 0.0

The value obtained for the max |F| is 0.56 eV/Å. As for the LUMO energy: 0.466 eV. Its charge is 0. For the HOMO energy, the calculation gives -8.827 eV. Its SMILES is C[C@](C#N)(CCN)[C@@](C#N)(CN)CCCI.COCCNCCOC.COCCNCCOC.



> Look up the charge of the first one.

+1